# 1
C25H28N6O2RhS | ωB97M-V with the def2-TZVPD basis set

```
63
Properties=species:S:1:pos:R:3:forces:R:3
Rh -0.3338 0.0819 0.4147 0.2 0.0 0.3
O -1.5734 0.3775 1.9872 -0.1 0.4 -0.1
N -2.8599 0.4932 1.7251 0.0 -0.2 -0.1
N -3.1484 0.1637 0.5508 0.0 0.1 0.1
O -2.2695 -0.2272 -0.3295 0.4 -0.2 -0.2
C -4.5246 0.2518 0.1123 0.0 0.0 0.0
C -5.5444 0.1709 1.0470 0.0 0.0 0.0
C -6.8503 0.2759 0.5989 0.0 0.0 0.0
C -7.1153 0.4530 -0.7528 0.0 0.0 0.0
C -6.0748 0.5210 -1.6677 0.0 0.0 0.0
C -4.7598 0.4174 -1.2412 0.0 0.0 0.0
H -5.3204 0.0217 2.0929 0.0 0.0 0.0
H -7.6634 0.2094 1.3084 0.0 0.0 0.0
H -8.1385 0.5319 -1.0941 0.0 0.0 0.0
H -6.2835 0.6536 -2.7203 0.0 0.0 0.0
H -3.9327 0.4613 -1.9339 0.0 0.0 0.0
C 4.6498 -0.4295 -2.4242 0.0 0.0 0.0
C 4.0053 -0.4647 -1.0361 0.0 0.0 0.0
C 3.1846 -1.7131 -0.8033 0.0 0.0 0.0
C 3.8818 -2.8992 -0.5831 0.0 0.0 0.0
C 3.2280 -4.0958 -0.3663 0.0 0.0 0.0
C 1.8425 -4.1251 -0.3490 0.0 0.0 0.0
C 1.1009 -2.9698 -0.5433 0.0 0.0 0.0
C -0.4047 -3.0692 -0.5519 0.0 0.1 0.0
C -0.9920 -3.0488 -1.9629 0.0 0.0 0.0
C 1.7832 -1.7682 -0.7909 -0.1 -0.1 -0.1
N 1.0057 -0.5838 -0.9820 -0.2 0.0 -0.2
C 1.2305 0.2478 -1.9547 -0.1 -0.1 0.0
C 0.5369 1.4702 -1.8978 0.0 0.0 0.0
C 0.3291 2.5806 -2.7150 0.0 0.0 0.0
C -0.5895 3.3925 -2.0486 0.0 0.0 0.0
C -0.9205 2.7565 -0.8490 0.1 0.1 0.1
N -0.2217 1.6195 -0.7568 -0.3 0.0 0.1
H 5.2042 0.4971 -2.5727 0.0 0.0 0.0
H 3.9116 -0.5153 -3.2234 0.0 0.0 0.0
H 5.3437 -1.2612 -2.5477 0.0 0.0 0.0
H 3.4188 0.4386 -0.8651 0.0 0.0 0.0
H 4.8005 -0.4504 -0.2871 0.0 0.0 0.0
H 4.9650 -2.8687 -0.5760 0.0 0.0 0.0
H 3.7937 -5.0032 -0.2020 0.0 0.0 0.0
H 1.3222 -5.0592 -0.1766 0.0 0.0 0.0
H -0.8656 -2.2608 0.0262 0.0 -0.1 0.0
H -0.6909 -3.9868 -0.0366 0.0 0.0 0.0
H -0.8315 -2.0809 -2.4403 0.0 0.0 0.0
H -2.0647 -3.2398 -1.9415 0.0 0.0 0.0
H -0.5208 -3.8124 -2.5827 0.0 0.0 0.0
H 1.9077 -0.0131 -2.7589 0.0 0.0 0.0
H 0.7855 2.7585 -3.6749 0.0 0.0 0.0
H -0.9817 4.3393 -2.3799 0.0 0.0 0.0
H -1.5890 3.0804 -0.0664 0.0 0.0 0.0
C 3.7016 2.2084 3.1353 0.0 0.0 0.0
N 2.2979 2.1852 3.5208 0.0 0.0 0.1
C 1.7531 2.8086 4.6306 0.0 0.0 0.0
C 0.4365 2.5200 4.6455 0.0 0.0 0.0
N 0.1964 1.7079 3.5573 0.0 0.0 -0.2
C 1.3304 1.5086 2.8768 0.1 0.1 0.0
S 1.6493 0.5434 1.4880 0.1 -0.1 0.0
H 4.1857 3.0310 3.6533 0.0 0.0 0.0
H 3.7768 2.3595 2.0607 0.0 0.0 0.0
H 4.1840 1.2700 3.4037 0.0 0.0 0.0
H 2.3536 3.4001 5.2975 0.0 0.0 0.0
H -0.3410 2.8141 5.3259 0.0 0.0 0.0
H -0.6902 1.3244 3.2273 0.0 0.0 0.1
```
Forces are in eV/Å.

## Properties
Kohn-Sham gap in eV: 7.2281
Total energy in eV: -53251.1584
Lowest unoccupied orbital energy in eV: -3.4
Relative energy (zero: lowest compared OMol25 entry of this formula, charge and spin) in eV: 0.0000
Charge: +1
Strongest force on any atom in hartree/bohr: 0.0101

=====

# 2
C19H42FN3O12P3 | ωB97M-V with the def2-TZVPD basis set

```
80
Properties=species:S:1:pos:R:3:forces:R:3
C -0.3145 2.0930 -1.1895 0.2 0.1 0.3
C 0.4104 3.4280 -1.1356 -0.6 0.0 -0.5
F 0.0341 4.2218 -0.0802 0.1 -0.2 0.2
N 1.8754 3.2956 -1.0927 0.1 0.4 -0.1
C 2.5516 2.6803 -0.1838 -0.1 0.4 0.6
N 1.8604 2.0945 0.8736 0.3 -0.1 -0.7
N 3.9454 2.6148 -0.2145 -0.3 -0.8 -0.2
C 4.4396 1.7162 -1.2876 1.1 0.5 -0.4
C 4.2452 2.2510 -2.6951 -0.3 -0.6 0.4
C 3.7768 1.3795 -3.6695 0.1 0.4 0.0
C 3.5586 1.8677 -4.9493 0.0 -0.4 0.0
C 3.8038 3.1939 -5.2439 0.0 0.4 -0.4
C 4.3032 4.0567 -4.2834 0.0 0.1 0.5
C 4.5244 3.5785 -3.0008 -0.1 -0.2 0.1
H -0.8704 1.9595 -0.2657 0.1 -0.1 0.1
H 0.4065 1.2900 -1.3179 -0.2 -0.2 -0.1
H -1.0113 2.0807 -2.0214 0.0 0.0 -0.1
H 0.1694 3.9965 -2.0320 0.4 0.1 -0.1
H 2.4044 3.7371 -1.8423 0.1 0.0 0.0
H 1.9020 2.7450 1.6600 -0.3 -0.2 0.2
H 2.3774 1.2485 1.0972 0.1 0.1 0.6
H 4.3819 3.5277 -0.2242 0.0 0.0 -0.1
H 4.0298 0.7146 -1.1718 -0.3 0.1 0.0
H 5.5147 1.6205 -1.1280 0.0 -0.1 0.2
H 3.5884 0.3441 -3.4187 -0.1 0.0 -0.1
H 3.1916 1.1924 -5.7091 0.0 0.1 -0.1
H 3.6061 3.5788 -6.2346 0.0 -0.1 -0.1
H 4.5114 5.0965 -4.4897 0.0 0.0 -0.2
H 4.9175 4.2158 -2.2163 0.1 0.2 -0.1
C 2.9345 1.1096 6.1691 -0.1 -0.1 0.1
O 2.7195 2.3970 6.7807 1.1 -0.1 -2.7
P 1.9220 3.5484 5.9452 -3.6 2.1 3.5
O 2.1721 4.7813 6.7025 0.7 -0.1 -0.3
O 0.4542 2.9165 6.2249 0.0 0.1 -0.4
C -0.1047 3.0534 7.5356 -0.1 -0.2 0.2
O 1.5725 4.0116 4.4335 2.1 -1.8 -0.5
C 0.2354 4.4116 4.1142 -0.4 -0.1 -0.2
H 3.4015 0.4688 6.9108 0.0 0.1 0.1
H 1.9849 0.6652 5.8616 0.0 0.0 0.0
H 3.5964 1.1991 5.3076 0.1 0.0 0.0
H 0.3914 3.8394 8.1029 0.1 0.0 -0.1
H -0.0214 2.1083 8.0719 0.0 0.0 0.0
H -1.1578 3.3041 7.4212 0.0 0.0 -0.1
H -0.1441 5.1059 4.8610 0.0 0.0 0.0
H -0.4146 3.5434 4.0339 0.0 0.0 0.1
H 0.2676 4.9062 3.1442 0.3 0.1 0.1
C -1.1295 -2.3583 0.3576 -0.2 -0.3 -0.1
O -0.7060 -1.7815 -0.8986 1.9 -0.2 3.0
P 0.7414 -2.2811 -1.5736 -2.6 0.1 -7.3
O 0.8143 -1.1272 -2.5317 0.4 0.5 0.9
O 0.0228 -3.6195 -2.1468 0.6 -0.2 0.1
C -1.0531 -3.4892 -3.0789 -0.5 -0.1 0.2
O 2.2324 -2.8934 -1.8789 0.4 0.4 3.1
C 2.4312 -3.7597 -2.9984 0.0 -0.5 -0.1
H -2.1219 -1.9773 0.5801 0.0 0.0 -0.1
H -1.1805 -3.4460 0.2815 -0.1 0.0 0.0
H -0.4481 -2.0747 1.1601 -0.1 0.0 0.0
H -1.0650 -2.5019 -3.5418 0.1 0.0 0.1
H -2.0029 -3.6699 -2.5740 0.0 0.0 0.0
H -0.9109 -4.2460 -3.8488 0.1 0.0 0.0
H 1.9703 -3.3349 -3.8900 -0.1 0.1 0.1
H 2.0419 -4.7550 -2.8047 -0.1 0.0 0.0
H 3.5081 -3.8301 -3.1402 0.0 0.2 0.1
C -5.1031 -2.3677 -2.1814 -0.1 -0.2 -0.2
O -4.5930 -3.5061 -1.4599 -1.1 3.1 1.1
P -5.4031 -4.0152 -0.0733 1.6 -7.4 -0.6
O -4.2597 -4.8588 0.3923 0.3 0.8 0.1
O -6.5180 -4.8019 -0.9544 -0.4 0.4 0.3
C -6.0913 -5.8719 -1.7994 0.0 0.0 -0.4
O -6.2865 -4.1148 1.3010 -0.1 3.1 -0.4
C -7.1316 -5.2444 1.5218 -0.5 -0.1 -0.1
H -4.5023 -2.2496 -3.0801 0.0 -0.1 0.0
H -6.1450 -2.5260 -2.4705 0.0 0.0 0.0
H -5.0245 -1.4618 -1.5794 0.0 0.0 -0.1
H -5.1056 -6.2392 -1.5147 0.0 0.1 0.1
H -6.0711 -5.5402 -2.8376 0.0 0.0 0.0
H -6.8177 -6.6769 -1.6996 -0.1 0.1 0.0
H -6.5889 -6.1662 1.3128 0.1 0.1 -0.1
H -8.0362 -5.1886 0.9220 0.0 0.0 0.0
H -7.4102 -5.2141 2.5732 0.1 0.1 0.0
```
Forces are in eV/Å.

## Properties
Kohn-Sham gap in eV: 7.5051
Total energy in eV: -80000.3851
Lowest unoccupied orbital energy in eV: -3.9
Charge: +1
Strongest force on any atom in hartree/bohr: 0.1512